48
Properties=species:S:1:pos:R:3:lowdin_charge:R:1 method="wB97M-V/def2-TZVPD" orbital_gap_ev=8.4 total_charge=0 homo_energy_ev=-7.78 relative_energy_kcal_mol=114.9 lumo_energy_ha=0.0219 smiles="N[C@@H](Cc1ccc(O)cc1)C(=O)N[C@@H](Cc1c[nH]c2ccccc12)C(=O)O"
C -2.7242 -2.0979 0.5387 -0.212
C -1.4761 -1.5702 -0.3123 -0.453
C -4.0452 -1.6917 -0.2058 -0.097
C -4.5647 -0.2019 -0.2109 -0.215
C -4.0450 0.5659 -1.2865 -0.031
C -5.3979 0.2927 0.7595 -0.053
C -4.4439 1.8720 -1.3246 -0.015
C -5.8367 1.5969 0.6218 -0.029
C -5.3512 2.4170 -0.3670 -0.343
C 0.8755 -0.8885 -0.0746 -0.310
C 1.5530 -2.1895 0.2529 -0.408
C 1.6817 0.3093 0.4114 -0.071
C 3.0785 0.0842 -0.0596 -0.111
C 3.5154 -0.7744 -1.1086 -0.056
C 4.2522 1.0341 0.1133 -0.092
C 5.3651 0.4399 -0.5236 -0.177
C 4.6139 2.2796 0.7067 -0.063
C 6.6885 0.9326 -0.4246 -0.054
C 5.8516 2.8408 0.9590 -0.079
C 6.9159 2.0522 0.3584 -0.104
H -2.9431 -0.8207 2.0415 0.094
H -3.0124 -2.2910 2.5443 0.057
H -2.7221 -3.1621 0.4519 0.126
H -3.9237 -1.9866 -1.2429 0.106
H -4.7562 -2.3769 0.2142 0.098
H -3.2723 -0.0035 -1.8188 0.115
H -5.7728 -0.4540 1.4237 0.107
H -4.0401 2.5471 -2.1109 0.119
H -6.5538 2.0202 1.3605 0.135
H -5.6405 4.3336 -0.9424 0.155
H -0.5982 -1.4972 1.2963 0.139
H 0.8119 -1.0846 -1.1073 0.126
H 1.2332 1.2211 0.0398 0.126
H 1.5097 0.2885 1.4737 0.122
H 2.9423 -1.5678 -1.7192 0.151
H 5.3949 -1.1638 -2.0614 0.153
H 3.8651 3.0913 1.0510 0.126
H 7.5539 0.6056 -1.0527 0.117
H 6.0725 3.6642 1.5590 0.075
H 7.9794 2.2865 0.4542 0.092
H 1.2838 -3.9589 -0.4578 0.138
N -2.3990 -1.7185 2.0018 0.047
N -0.4357 -1.0518 0.3576 0.112
N 4.8509 -0.6257 -1.3825 0.068
O -1.4049 -1.7879 -1.4894 0.075
O -5.9086 3.6264 -0.2730 0.034
O 1.8832 -2.3534 1.4335 0.111
O 1.4960 -3.0831 -0.8684 0.050